Below is a cluster of 2 separate species, C15H10F3N2O5S2 in total at a distorted geometry, with properties calculated with wB97M-V/def2-TZVPD.

```
! wB97M-V def2-TZVPD RIJCOSX def2/J DEFGRID3
* xyz -1 1
C -0.15974 -0.74255 2.97731
N 0.88093 0.05388 3.39411
O 2.06476 -0.42472 3.41825
O 0.66391 1.24874 3.73897
C -1.49405 -0.44254 3.40740
C -1.91309 0.90311 3.52702
C -3.23548 1.20786 3.85740
C -4.16030 0.18690 4.12448
C -3.73022 -1.15135 4.09943
C -2.41683 -1.46776 3.75432
H 0.11776 -1.76619 2.72855
H -1.15522 1.67244 3.42257
H -3.53453 2.25487 3.91747
H -5.20000 0.43065 4.35597
H -4.43360 -1.94476 4.35592
H -2.05285 -2.49701 3.79691
F 1.11042 0.60570 -7.94431
C 1.31097 0.03264 -6.71378
F 0.13850 -0.47467 -6.26129
F 2.21168 -0.98088 -6.84308
S 1.95000 1.36958 -5.65488
N 1.69615 0.64901 -4.11213
C 0.55720 1.03505 -3.36253
O -0.39018 1.67231 -3.79138
C 0.79230 0.49487 -2.01645
C 2.06859 0.00088 -1.82270
C 2.46884 -0.55208 -0.62068
C 1.50718 -0.65974 0.39521
C 0.20333 -0.17723 0.19351
C -0.16034 0.43656 -1.00209
S 3.11653 0.19154 -3.21448
O 3.60817 -1.07137 -3.68294
O 3.98463 1.32586 -3.06078
H 3.48934 -0.89310 -0.49859
H 1.80292 -1.09983 1.34078
H -0.55095 -0.26896 0.97638
H -1.15672 0.84231 -1.17988
*
```

Computed properties:
- Lowest unoccupied orbital energy: 1.91 eV
- HOMO energy: -0.1417 Eh
- HOMO-LUMO gap: 5.76 eV
- ΔE to the lowest compared entry with this formula, charge and spin: 0.0 kJ/mol

Atom charges from the natural (NBO) analysis, given in e for atoms 1 to 2: number 1, C, carries -0.30; number 2, N, carries 0.45